Below is a cluster of 18 separate species, C60H168N24O21 in total, with properties calculated with ωB97M-V with the def2-TZVPD basis set.

Each line ends with the Mulliken charge.
Geometry (Å):
O -2.0844 -3.0651 -3.1953  -0.3350
O -2.5096 -4.8898 1.9093  -0.5054
O -1.2352 -6.7934 5.0986  -0.7386
O -8.5730 -0.2370 -2.9743  -0.4093
O -10.6506 -4.0151 3.0491  -0.3281
O 3.6627 -7.4385 0.6561  -0.7203
O 6.4530 -2.9362 1.6918  -0.3812
O 1.4886 0.5170 -5.1503  0.0406
O -2.2411 2.7779 -1.2648  0.0213
O 0.6635 -2.8381 6.5959  -0.8791
O 2.8816 2.3867 4.6371  -0.4996
O 1.3973 4.2664 -3.4018  0.1674
O -6.8044 -5.1582 -3.1904  -0.7021
O -3.5370 2.6826 4.3759  -0.4693
O 3.3683 -4.3597 2.0798  -0.0947
O 2.2157 9.1461 -4.5199  -0.3641
O 1.8743 -4.5520 -2.9254  -0.6069
O 9.4526 9.2954 -0.5110  -0.3913
O 1.9910 7.3093 0.9072  -0.4946
O 0.6384 -0.0287 0.0145  0.2865
O 4.9229 4.5709 -0.0943  -0.3717
N 2.4844 -4.3347 4.1136  -0.1517
N -7.2372 -3.4918 1.4919  -0.2980
N -3.3827 -6.4772 0.5957  -0.1044
N 2.0090 2.8861 -7.9881  -0.6156
N -0.5130 5.8348 -1.3205  -0.1714
N 3.0389 6.5133 -3.5142  0.4511
N -8.3527 -5.0535 -1.4368  -0.3978
N -1.8941 -2.6360 0.2215  0.6907
N -1.1688 -4.6558 4.9490  -0.0396
N 1.8251 -6.7814 1.9337  -0.1335
N -2.7667 -7.0048 2.5857  -0.2213
N -0.7781 -1.2873 5.9963  -0.0297
N 4.6756 -5.0840 -0.6940  -0.2590
N -6.0708 -1.8007 -2.9210  -0.3289
N 7.7578 5.8700 -0.4925  -0.2682
N 4.5206 -3.7959 3.9210  -0.4639
N 1.6908 -8.4159 0.4741  -0.4406
N 6.5029 0.3586 -0.2442  -0.4422
N 0.6029 1.7828 5.8550  -0.3449
N 1.0262 -1.4396 4.8051  0.1931
N -4.7227 -0.1046 5.4562  -0.8298
N -3.8049 -6.2750 -2.2791  -0.6006
N -6.2740 -4.8627 -1.0506  0.0047
N -0.0731 -5.5242 6.5276  -0.2265
C -3.2797 2.0047 -1.9396  -0.4114
C -0.8636 -1.7674 0.6270  1.3311
C -1.0434 4.6888 -0.6850  0.2121
C -7.7674 -4.4323 3.5313  -1.7712
C 10.1053 9.4860 0.7527  -0.7962
C -0.7665 -5.7945 5.4876  0.7374
C -9.4916 -1.2850 -2.6922  -0.4649
C 4.0113 7.5898 -3.6262  -0.1405
C -8.3876 -4.0733 2.2017  0.1602
C 2.1621 6.1772 -4.6631  -0.9036
C -9.6680 -3.1346 2.4331  -0.6743
C 0.2358 1.1990 -8.1096  -1.6299
C -6.6029 -1.3206 -1.6841  1.2726
C 0.8558 3.1886 5.4437  0.3115
C 2.0514 1.0420 -6.3213  -1.1149
C 2.4091 -0.3469 -4.4193  -0.8346
C -0.5348 -0.7353 -0.4672  0.3969
C 3.2192 8.9447 -3.5003  -0.1900
C -2.8684 -6.0412 1.7235  0.2564
C 3.9303 -5.1948 -1.9142  0.4431
C -7.1078 -4.9746 -1.9935  0.5664
C 0.3425 1.2033 0.6738  0.1311
C -5.4641 -1.1891 -0.6027  -0.2155
C 1.2961 4.0478 6.7353  -1.5296
C -2.7089 -5.3586 -2.6014  0.4281
C 4.4707 -0.6076 0.7200  -0.7771
C 1.5090 6.4062 -0.0141  0.3432
C 1.1247 2.8899 -3.2271  -0.3625
C 2.7875 8.3947 0.3747  -0.4155
C 8.4226 8.3734 -0.3993  -0.1421
C 7.0779 -4.1422 1.4562  -0.8653
C -2.3504 3.0927 3.6926  0.0871
C 2.4848 -7.5118 0.9744  0.6869
C 0.0795 6.7977 -0.4868  -0.9152
C 2.6383 -4.4143 -1.6693  0.0412
C 3.4750 -4.2515 3.3035  0.3918
C 1.1602 2.0327 -7.1565  0.8588
C 4.0782 2.5150 3.8523  -0.6177
C -2.5378 -1.6947 -3.3213  -0.4675
C -3.9676 0.2287 4.2032  2.8847
C 6.6238 -2.0267 0.5818  -0.6179
C -2.1244 -6.0180 -3.9504  -1.7446
C -11.0303 -3.4952 4.2799  -0.7170
C 0.2853 -2.7210 0.9562  -1.6936
C 0.3351 -1.8858 5.8556  0.5548
C 1.8462 3.2472 4.2441  0.2146
C 1.2025 10.0335 -4.1858  -0.8924
C 4.0627 -6.5862 -2.4360  -1.5168
C -2.0567 4.1462 -1.6524  -1.1108
C 4.3030 3.3152 -0.0135  -0.5397
C -4.2807 -0.7410 3.0374  -1.5945
C 0.6476 -3.7976 -2.9900  0.8742
C 6.0414 -0.5636 0.7565  0.1579
C 5.6757 4.7582 -1.2906  -0.3410
C -4.3464 1.6104 3.8361  -1.5270
C 8.8388 6.8408 -0.6482  -0.8125
C -7.4949 -0.1459 -2.0304  -1.0695
C -3.1569 -3.9354 -2.8251  0.6591
C 6.5272 6.0814 -1.2657  -0.9536
C 1.8188 4.6373 -4.7030  -0.5058
H 2.8024 2.3329 -8.2789  0.2937
H 6.1509 -2.4875 -0.2855  0.2588
H 4.9908 -7.0887 -2.1637  0.3654
H 0.9608 4.4343 -5.3438  0.2935
H 2.1606 4.2687 4.0304  0.5661
H 3.5969 7.9638 -0.2146  -0.0047
H -6.5271 -4.4930 -0.1454  0.3909
H 5.2167 -3.3761 3.3216  0.2438
H -6.4936 -4.0894 1.8237  0.1057
H 2.0239 2.2901 -3.3679  0.3005
H 6.2942 -0.0970 1.7085  0.3260
H 2.7346 -1.2999 -4.8364  0.3909
H -0.9626 -0.5041 5.3858  -0.1459
H -3.5866 -7.4659 0.6283  0.1405
H 2.9017 1.5624 -5.8806  0.4431
H 4.0577 -1.1635 1.5618  0.1743
H 2.6102 3.9814 -5.0659  0.3332
H -2.4723 -6.7611 3.5206  0.1405
H -3.2260 0.9459 -1.6861  -0.2424
H 2.6771 8.9206 -2.5549  -0.0659
H -0.2993 -1.1962 -1.4264  -0.5638
H -4.8934 0.7897 5.8935  0.2472
H 6.2556 0.0426 -1.1711  0.2040
H 10.9662 8.8175 0.7470  0.2960
H -0.4896 7.0523 0.4073  0.3836
H -4.2784 -0.7755 6.0666  0.2452
H 4.3363 -5.8102 -0.0795  0.3848
H 1.3452 2.7570 3.4093  -0.4256
H -1.9053 -4.5542 4.2654  -0.0743
H -1.1323 -1.1913 1.5124  -0.2061
H 0.0776 -4.2726 -3.7886  -0.0510
H 4.0470 0.3910 0.8272  -0.0515
H 5.0758 2.5497 0.0571  0.5641
H -1.4244 4.7378 0.3351  0.4282
H -8.6738 -5.0755 1.8826  0.5659
H -1.6214 2.3646 4.0484  -0.2324
H -9.8843 -2.7441 1.4386  0.2805
H 7.5366 5.7477 0.4854  0.2929
H 4.1148 -0.8708 -0.2760  0.2602
H 9.6615 6.6334 0.0362  0.4444
H 0.5604 2.6530 -6.4905  -0.2169
H -11.2562 -2.4295 4.2437  0.3092
H 0.6258 0.6454 -8.9637  0.3735
H 1.2352 1.7183 1.0287  -0.3542
H -4.9659 -0.2655 -0.8977  -0.3082
H -3.9513 -0.4148 2.0509  0.2342
H 0.2374 -6.2891 7.1095  0.2024
H -2.3968 2.9662 2.6109  0.0337
H -0.8588 -3.8402 5.4578  -0.0379
H -2.8877 -6.1270 -4.7208  0.4597
H 0.0331 -4.5649 6.8254  0.2272
H -11.9454 -3.9869 4.6098  0.2749
H -9.9620 -1.1343 -1.7205  0.2657
H -2.9011 0.1548 4.4158  -1.0563
H -4.4051 -6.5077 -3.0573  0.2876
H 2.6956 -3.3907 -1.2991  0.4142
H 1.5750 5.0331 6.3618  0.3895
H -6.8191 -1.7858 -3.5992  0.3993
H 7.5023 0.4880 -0.1768  0.2715
H 1.1042 -2.2398 1.4910  0.4122
H 2.2307 5.9598 -0.6982  0.1996
H 3.3798 5.5912 -3.2831  -0.2757
H 5.1149 4.7239 -2.2247  0.0777
H 0.5828 2.7719 -2.2888  -0.4645
H 0.8988 -6.9710 2.2890  0.0987
H -7.1195 -2.5717 1.8916  0.0808
H -0.2199 0.3814 -7.5510  0.4078
H 9.6517 9.4947 1.7438  0.3373
H 5.8952 6.8667 -0.8510  0.2992
H -10.2385 -3.5789 5.0244  0.2965
H -1.3947 -1.6307 6.7187  0.2205
H 3.1491 9.1279 1.0956  0.3546
H -9.0938 -4.9500 -2.1151  0.2587
H -5.3948 1.7573 4.0958  0.5531
H -2.9910 -1.4461 -2.3617  0.0338
H 1.5503 -4.0270 3.8837  -0.0988
H 0.6835 -8.3536 0.5142  0.1472
H 3.7601 2.3564 2.8218  0.0053
H -0.6587 1.8024 -8.2641  0.4325
H 1.4091 10.7589 -3.3989  0.3659
H -8.6018 -4.9428 -0.4642  0.1717
H -7.7745 0.3766 -1.1156  0.4918
H 1.2614 6.7804 -4.7767  0.3039
H -3.2468 -7.8640 2.3594  0.1414
H 0.7928 3.9848 7.7000  0.3958
H -2.0092 -5.5761 -1.7944  0.2435
H 4.3885 -3.2494 4.7600  0.2813
H 4.9822 1.9360 4.0410  0.3685
H -3.3062 2.0943 -3.0256  0.3525
H -0.2024 0.8993 1.5675  0.1526
H -1.5039 -3.3634 -0.3605  -0.6596
H -9.0971 -2.3005 -2.6577  0.0840
H -7.1439 -5.3213 3.4365  0.3842
H 0.2179 5.4137 -1.8760  0.1179
H 2.2365 -0.6197 -3.3782  0.0513
H -7.1561 -3.6084 3.8993  0.3065
H 4.0251 -6.6119 -3.5251  0.3805
H 4.4677 -4.5811 -2.6371  0.1854
H 2.8461 6.2394 -5.5095  0.4100
H 7.9624 8.4421 0.5864  0.3459
H 1.9504 -1.7905 4.5979  0.0962
H -4.7794 -2.0242 -0.7502  -0.2110
H 7.6931 -1.8877 0.4230  0.3068
H 1.0052 -2.7919 -3.2108  -0.1984
H 2.7815 -4.2491 5.0751  0.2480
H -6.8933 0.6232 -2.5149  0.3074
H 3.8753 9.8147 -3.5287  0.4784
H -0.3310 1.8137 0.0722  -0.0972
H -1.4353 -5.3758 -4.4989  0.2687
H 2.3700 -5.9438 2.0806  -0.0236
H 9.0978 6.7883 -1.7056  0.2966
H 2.2419 3.6731 7.1268  0.3905
H -3.3773 -7.1832 -2.1681  0.2509
H -3.1953 -1.4367 -4.1515  0.4450
H 6.7020 -4.8046 2.2360  0.3374
H 7.7668 8.4669 -1.2649  0.0939
H -4.2335 2.3537 -1.5441  0.2995
H 4.3796 3.5610 3.7945  0.4097
H 3.3043 0.2691 -4.3336  0.4388
H 4.8209 7.6269 -2.8973  -0.3026
H -1.6574 -1.0555 -3.3881  0.1622
H 0.9137 -3.1226 0.1612  0.4862
H 0.0877 -3.8197 -2.0551  -0.4174
H 4.2877 -4.3408 -0.1308  -0.3708
H -3.5379 -6.0069 -0.2845  0.0940
H 10.4433 10.5210 0.7017  0.2917
H -3.9787 -3.7980 -3.5279  0.7481
H -1.7422 4.2976 -2.6850  0.2676
H -1.7072 -7.0044 -3.7478  0.4660
H -2.1124 4.1217 3.9619  0.3467
H 0.0926 -3.5865 1.5901  0.2840
H 8.1488 -4.3424 1.4216  0.3474
H 1.3144 5.5242 0.5961  -0.0288
H 0.3018 9.5120 -3.8617  0.3082
H 3.2107 -7.0735 -1.9621  0.1891
H -3.6499 -3.4319 -1.9934  -1.0986
H 0.3974 2.5123 -3.9459  0.2076
H 3.7635 3.0016 -0.9072  0.3126
H 6.8040 6.3455 -2.2864  0.6014
H 1.5415 1.4387 5.7112  0.3929
H -2.9694 4.7415 -1.6294  0.4907
H 2.5075 0.2481 -6.9127  0.5282
H 4.6151 7.5516 -4.5330  0.3723
H 1.4590 2.9769 -8.8303  0.3172
H -4.0410 -1.7946 3.1807  0.4018
H -2.1030 -3.1975 1.0346  0.2239
H -9.3514 -2.2844 3.0374  0.4326
H 6.7532 -4.6376 0.5412  0.3057
H 2.1297 9.0260 -0.2227  0.2294
H -0.0944 3.5927 5.0946  -0.1361
H 0.1854 7.7019 -1.0863  0.3189
H 2.1058 -9.0017 -0.2363  0.2605
H -5.3112 -4.8355 -1.3546  -0.3949
H -10.3106 -1.3100 -3.4110  0.3226
H 1.9782 -4.9682 -1.0018  0.0602
H -5.3600 -0.7897 2.8933  0.3277
H 3.6454 3.3169 0.8557  -0.1018
H 0.5506 -0.6960 4.3142  -0.2229
H 6.3572 3.9122 -1.2025  0.3862
H 0.4533 1.7462 6.8532  0.2738
H -5.8538 -1.1371 0.4139  0.2606
H -1.4703 -0.2106 -0.6615  -0.6948
H -5.8921 -2.7943 -2.8887  -0.1708
H -0.1841 4.0183 -0.6832  -0.1366
H -7.3272 -1.9770 -1.2019  -0.2294
H 0.8232 10.6638 -4.9901  0.3163
H -4.3980 1.8461 2.7731  0.3317
H -8.5468 -4.6930 4.2474  0.4596

Results
HOMO energy: -8.05 eV
F_max: 0.124 Eh/bohr
E: -143691.69569 eV